{
  "formula": "C2H12NO2S",
  "method": "ωB97M-V/def2-TZVPD",
  "orbital_gap_ev": 9.67,
  "mol_weight_da": 114.2,
  "de_lowest_ev": 0.7204,
  "multiplicity": 1,
  "charge": 1,
  "species": ["C", "C", "S", "N", "H", "H", "H", "H", "H", "H", "H", "H", "H", "H", "O", "H", "H", "O"],
  "xyz": [[0.45, 1.08, -0.02], [-0.71, 1.71, 0.81], [-2.06, 2.23, -0.34], [0.23, -0.38, -0.16], [1.43, 1.31, 0.40], [0.36, 1.53, -1.00], [-0.31, 2.59, 1.30], [-1.19, 1.06, 1.54], [-2.72, 1.03, -0.41], [1.02, -0.86, -0.61], [-0.67, -0.60, -0.58], [0.15, -0.83, 0.76], [-0.61, -3.11, 2.83], [0.66, -2.67, 2.84], [-0.15, -2.38, 2.42], [1.53, 0.02, -3.71], [1.42, -1.31, -3.12], [1.14, -0.42, -2.96]]
}

=====

{
  "formula": "C7H13Cl4CrO6",
  "method": "ωB97M-V/def2-TZVPD",
  "orbital_gap_ev": [6.11, 7.09],
  "mol_weight_da": 387.0,
  "de_lowest_ev": 0.0000,
  "multiplicity": 5,
  "charge": 1,
  "species": ["Cr", "Cl", "C", "O", "C", "O", "O", "C", "H", "H", "H", "H", "H", "H", "C", "O", "C", "O", "O", "C", "H", "H", "H", "H", "H", "H", "C", "Cl", "Cl", "Cl", "H"],
  "xyz": [[12.30, -22.53, 13.15], [11.45, -20.46, 12.25], [10.03, -22.95, 9.60], [11.15, -23.79, 9.29], [12.02, -24.01, 10.22], [11.86, -23.68, 11.39], [13.08, -24.62, 9.81], [13.19, -24.99, 8.42], [9.37, -23.46, 10.31], [9.44, -22.77, 8.71], [10.31, -22.00, 10.06], [13.26, -24.10, 7.81], [12.32, -25.59, 8.13], [14.03, -25.67, 8.37], [11.24, -21.95, 6.26], [11.42, -20.75, 7.02], [12.44, -20.78, 7.88], [13.27, -21.63, 7.98], [12.42, -19.62, 8.51], [13.42, -19.34, 9.47], [12.20, -22.40, 6.03], [10.66, -21.71, 5.38], [10.70, -22.68, 6.87], [13.10, -19.67, 10.46], [13.48, -18.25, 9.54], [14.38, -19.78, 9.24], [9.23, -18.47, 9.81], [7.81, -17.56, 10.38], [10.25, -17.41, 8.87], [8.69, -19.82, 8.78], [9.74, -18.87, 10.68]]
}

=====

{
  "formula": "C2H6NO2",
  "method": "ωB97M-V/def2-TZVPD",
  "orbital_gap_ev": 8.13,
  "mol_weight_da": 76.1,
  "de_lowest_ev": 1.0873,
  "multiplicity": 1,
  "charge": -1,
  "species": ["C", "O", "H", "H", "H", "C", "N", "O", "H", "H", "H"],
  "xyz": [[-1.45, 1.51, 0.41], [-0.38, 1.42, -0.49], [-1.69, 2.55, 0.61], [-1.21, 1.06, 1.39], [-2.34, 0.97, 0.05], [1.72, -1.61, -0.53], [0.72, -0.92, -0.06], [2.00, -2.81, -0.36], [2.43, -1.05, -1.17], [0.02, 0.47, -0.37], [0.18, -1.58, 0.51]]
}

=====

{
  "formula": "C4H14N2O",
  "method": "ωB97M-V/def2-TZVPD",
  "orbital_gap_ev": 9.08,
  "mol_weight_da": 106.2,
  "de_lowest_ev": 5.1308,
  "multiplicity": 1,
  "charge": 0,
  "species": ["C", "C", "N", "O", "H", "H", "H", "H", "H", "H", "H", "C", "C", "N", "H", "H", "H", "H", "H", "H", "H"],
  "xyz": [[-1.25, -0.68, 1.53], [0.08, -1.30, 1.92], [-1.47, -0.73, 0.08], [-1.56, -2.10, -0.36], [-0.75, -2.21, -0.88], [-2.40, -0.36, -0.13], [-1.27, 0.38, 1.79], [-2.07, -1.19, 2.06], [0.90, -0.80, 1.40], [0.11, -2.36, 1.67], [0.25, -1.17, 2.99], [0.93, 1.70, -1.64], [1.29, 1.76, -0.17], [0.75, 0.19, -1.76], [1.07, -0.18, -2.65], [-0.24, -0.06, -1.66], [1.78, 1.98, -2.28], [0.03, 2.24, -1.95], [0.46, 2.12, 0.44], [1.22, 0.34, -0.44], [2.13, 2.42, 0.03]]
}

=====

{
  "formula": "C7H14N2",
  "method": "ωB97M-V/def2-TZVPD",
  "orbital_gap_ev": 9.28,
  "mol_weight_da": 126.2,
  "de_lowest_ev": 1.0500,
  "multiplicity": 1,
  "charge": 0,
  "species": ["C", "C", "C", "C", "N", "N", "H", "H", "H", "H", "H", "H", "C", "C", "C", "H", "H", "H", "H", "H", "H", "H", "H"],
  "xyz": [[2.09, -0.61, 0.88], [-0.14, -1.84, 0.58], [0.97, -1.17, 0.14], [-0.33, -1.25, -1.56], [-0.99, -1.97, -0.48], [0.83, -0.86, -1.23], [-0.26, -1.90, 1.64], [-1.95, -2.23, -0.60], [2.22, 0.45, 0.81], [3.04, -1.11, 0.54], [-0.84, -1.20, -2.50], [2.14, -0.96, 1.92], [-0.29, 1.77, 0.52], [-1.00, 2.68, 1.55], [-0.77, 1.93, -0.94], [0.79, 1.99, 0.54], [-0.56, 0.78, 0.91], [-1.97, 3.09, 1.26], [-1.35, 2.83, -1.15], [-0.43, 3.53, 1.91], [-1.21, 2.13, 2.48], [0.07, 1.89, -1.65], [-1.46, 1.14, -1.22]]
}

=====

{
  "formula": "C6H10O",
  "method": "ωB97M-V/def2-TZVPD",
  "orbital_gap_ev": 10.46,
  "mol_weight_da": 98.1,
  "de_lowest_ev": 0.3524,
  "multiplicity": 1,
  "charge": 0,
  "species": ["C", "C", "C", "C", "C", "C", "O", "H", "H", "H", "H", "H", "H", "H", "H", "H", "H"],
  "xyz": [[-2.23, 0.26, 0.00], [-0.76, 0.16, 0.38], [-0.16, -1.21, 0.06], [1.34, -1.16, -0.05], [2.00, -0.01, -0.17], [1.27, 1.31, -0.22], [-0.12, 1.18, -0.38], [-2.88, -0.19, 0.76], [-2.40, -0.25, -0.96], [-2.49, 1.31, -0.12], [-0.63, 0.37, 1.46], [-0.57, -1.57, -0.89], [-0.47, -1.94, 0.82], [1.89, -2.10, -0.05], [3.08, 0.03, -0.25], [1.51, 1.90, 0.68], [1.61, 1.89, -1.08]]
}

=====

{
  "formula": "C6H5N2O5PmS",
  "method": "ωB97M-V/def2-TZVPD",
  "orbital_gap_ev": [7.43, 7.58],
  "mol_weight_da": 362.2,
  "de_lowest_ev": 0.0000,
  "multiplicity": 5,
  "charge": 2,
  "species": ["O", "C", "Pm", "O", "C", "C", "O", "C", "O", "C", "O", "H", "N", "C", "N", "S", "H", "H", "H", "H"],
  "xyz": [[1.26, 1.20, -5.31], [1.20, 0.69, -4.27], [0.19, -0.11, -0.94], [-1.89, 1.46, -3.50], [-1.14, 1.06, -2.73], [-1.83, -0.61, 0.56], [-2.69, -0.81, 1.30], [1.40, -2.05, 0.27], [1.76, -2.99, 0.81], [-0.79, -2.15, -1.94], [-1.23, -3.07, -2.44], [1.32, -1.11, -2.19], [0.96, 0.09, 2.79], [0.45, 1.17, 2.15], [-0.66, 1.70, 2.63], [1.14, 1.78, 0.73], [0.70, -0.06, 3.76], [1.92, -0.15, 2.61], [-0.98, 2.57, 2.22], [-1.10, 1.37, 3.48]]
}

=====

{
  "formula": "C4H7FN2S",
  "method": "ωB97M-V/def2-TZVPD",
  "orbital_gap_ev": 8.94,
  "mol_weight_da": 134.2,
  "de_lowest_ev": 2.1937,
  "multiplicity": 1,
  "charge": 0,
  "species": ["C", "C", "C", "C", "H", "H", "H", "H", "H", "H", "H", "N", "N", "F", "S"],
  "xyz": [[-1.84, -1.95, -0.33], [-1.45, 0.46, -0.45], [1.19, -0.60, 0.72], [1.84, 0.11, -0.44], [-1.23, -2.81, -0.58], [-2.57, -1.76, -1.13], [-2.39, -2.22, 0.59], [-2.18, 0.40, -1.27], [1.78, -0.79, 1.62], [1.56, 1.16, -0.49], [1.44, -0.27, -1.41], [-1.02, -0.75, -0.08], [0.01, -1.06, 0.89], [3.20, 0.00, -0.35], [-1.04, 1.93, 0.20]]
}